A structure of composition C41H38AsN2O10P2PbS2, computed with wB97M-V/def2-TZVPD.

Cartesian coordinates (Å):
Pb 0.954 1.389 -0.133
C -4.553 -3.433 3.264
S -3.509 -3.744 4.704
C -2.253 -4.849 3.997
C -0.951 -4.169 3.584
C -1.204 -3.082 2.555
N 0.035 -2.380 2.098
P 0.810 -2.945 0.786
C 0.684 -4.721 0.715
C 1.663 -5.516 1.305
C 1.519 -6.894 1.306
C 0.404 -7.475 0.718
C -0.563 -6.684 0.110
C -0.423 -5.306 0.099
C 2.475 -2.343 0.753
C 3.304 -2.496 1.867
C 4.597 -2.011 1.826
C 5.059 -1.358 0.687
C 4.237 -1.202 -0.418
C 2.945 -1.707 -0.393
P 0.504 -0.824 2.806
C 0.291 -1.168 4.575
C 1.428 -1.601 5.260
C 1.348 -1.958 6.596
C 0.131 -1.870 7.260
C -0.999 -1.418 6.594
C -0.921 -1.064 5.255
C -0.939 0.234 2.440
C -1.942 -0.070 1.524
C -2.923 0.863 1.208
C -2.913 2.113 1.805
C -1.907 2.434 2.710
C -0.926 1.507 3.022
H -5.411 -2.864 3.617
H -4.914 -4.370 2.843
H -4.048 -2.850 2.494
H -2.706 -5.368 3.148
H -2.043 -5.606 4.751
H -0.274 -4.927 3.181
H -0.464 -3.729 4.457
H -1.857 -2.326 2.987
H -1.738 -3.484 1.689
H 2.539 -5.069 1.757
H 2.280 -7.513 1.760
H 0.294 -8.551 0.721
H -1.422 -7.141 -0.362
H -1.173 -4.693 -0.389
H 2.933 -2.974 2.767
H 5.245 -2.127 2.684
H 6.067 -0.965 0.667
H 4.587 -0.685 -1.301
H 2.317 -1.577 -1.262
H 2.381 -1.644 4.745
H 2.232 -2.292 7.123
H 0.068 -2.143 8.305
H -1.945 -1.345 7.112
H -1.809 -0.716 4.744
H -1.969 -1.037 1.038
H -3.688 0.611 0.487
H -3.678 2.839 1.561
H -1.887 3.412 3.172
H -0.143 1.773 3.724
O -0.379 1.325 -3.664
As 1.216 0.605 -3.615
O 2.144 1.090 -4.848
O 1.802 0.814 -2.047
C 0.821 -1.296 -3.845
C 1.445 -1.804 -4.987
C 1.264 -3.119 -5.387
C 0.439 -3.966 -4.663
C -0.193 -3.493 -3.530
C 0.011 -2.173 -3.128
S -0.818 -1.757 -1.648
O 0.181 -2.520 -0.601
O -2.055 -2.444 -1.527
O -0.731 -0.366 -1.336
H -0.376 1.987 -4.373
H 2.064 -1.126 -5.562
H 1.760 -3.480 -6.278
H 0.281 -4.986 -4.983
H -0.851 -4.138 -2.963
O 1.182 3.759 -0.367
C -0.039 3.813 -0.653
O -0.691 2.745 -0.900
C -0.771 5.104 -0.665
C -0.098 6.319 -0.638
C -0.814 7.506 -0.605
C -2.201 7.486 -0.572
C -2.841 6.260 -0.580
C -2.158 5.065 -0.642
N -4.313 6.218 -0.497
O -4.825 5.143 -0.242
O -4.916 7.256 -0.660
H 0.984 6.323 -0.642
H -0.294 8.454 -0.598
H -2.784 8.395 -0.536
H -2.683 4.124 -0.673

## Properties
- Gap between HOMO and LUMO: 8.06 eV
- Energy: -172917.987 eV
- Net charge: +1



A structure of composition C41H38EuN5O5PS3 at a distorted geometry, computed with wB97M-V/def2-TZVPD.

Cartesian coordinates (Å):
Eu 0.559 -0.564 -0.125
O -1.380 -1.358 4.181
C -1.444 -2.690 4.013
C -2.281 -3.426 4.852
C -2.371 -4.796 4.738
C -1.622 -5.461 3.777
C -0.786 -4.751 2.942
C -0.679 -3.360 3.039
C 0.206 -2.613 2.135
O 0.217 -1.310 2.134
N 1.012 -3.328 1.362
N 1.702 -2.550 0.486
C 2.707 -3.038 -0.192
C 3.344 -2.172 -1.127
C 4.449 -2.603 -1.884
C 5.084 -1.723 -2.721
C 4.598 -0.414 -2.810
C 3.470 -0.078 -2.089
N 2.841 -0.905 -1.259
H -0.809 -1.010 3.453
H -2.854 -2.888 5.588
H -3.017 -5.349 5.405
H -1.689 -6.533 3.686
H -0.194 -5.255 2.195
H 3.064 -4.059 -0.063
H 4.767 -3.630 -1.785
H 5.931 -2.039 -3.309
H 5.075 0.315 -3.442
H 3.028 0.908 -2.182
N 2.807 0.043 1.903
C 3.026 1.273 2.542
C 4.096 1.472 3.410
C 4.282 2.692 4.033
C 3.413 3.742 3.784
C 2.372 3.570 2.891
C 2.170 2.347 2.268
P 0.864 2.111 1.002
C -0.612 2.668 1.915
C -1.762 3.110 1.261
C -2.919 3.353 1.982
C -2.963 3.104 3.344
C -1.838 2.618 3.989
C -0.672 2.399 3.282
C 1.414 3.429 -0.150
C 2.720 3.247 -0.611
C 3.245 4.066 -1.590
C 2.464 5.073 -2.140
C 1.174 5.265 -1.679
C 0.646 4.453 -0.687
H 1.919 -0.390 2.186
H 3.559 -0.615 2.095
H 4.773 0.650 3.604
H 5.102 2.817 4.725
H 3.549 4.692 4.280
H 1.700 4.387 2.672
H -1.769 3.217 0.185
H -3.800 3.711 1.468
H -3.880 3.254 3.897
H -1.869 2.388 5.044
H 0.195 1.994 3.788
H 3.316 2.441 -0.196
H 4.257 3.907 -1.935
H 2.857 5.697 -2.930
H 0.561 6.047 -2.106
H -0.364 4.621 -0.348
C -2.118 2.004 -3.478
C -1.623 1.300 -2.240
S 0.115 1.123 -2.197
C -2.475 0.870 -1.273
C -3.960 1.077 -1.364
S -2.035 0.044 0.202
H -1.267 2.241 -4.113
H -2.630 2.936 -3.227
H -2.803 1.368 -4.037
H -4.242 1.689 -2.214
H -4.308 1.541 -0.441
H -4.446 0.106 -1.450
N -0.425 -2.626 -1.537
C -1.498 -2.555 -2.501
C -1.214 -2.239 -3.824
C -2.212 -2.344 -4.778
C -3.476 -2.752 -4.410
C -3.784 -2.974 -3.085
C -2.795 -2.876 -2.121
S -4.677 -3.257 -5.679
O -3.964 -3.110 -6.943
O -4.950 -4.642 -5.298
O -5.816 -2.361 -5.519
H -0.713 -3.283 -0.803
H 0.389 -3.033 -2.009
H -0.207 -1.951 -4.100
H -2.026 -2.142 -5.821
H -4.795 -3.251 -2.832
H -3.008 -3.080 -1.079

## Properties
- 2S+1: 7
- Gap between HOMO and LUMO (alpha / beta): 4.38 / 4.41 eV
- Energy: -121950.002 eV
- Net charge: -1



A structure of composition C41H38InN8O4Si, computed with wB97M-V/def2-TZVPD.

Cartesian coordinates (Å):
In 0.140 0.080 0.217
O 1.953 4.152 -0.050
C 1.338 3.125 -0.304
N 1.085 2.124 0.587
C 1.748 2.138 1.786
O 2.893 2.486 1.994
C 0.874 1.695 2.926
C 1.213 2.067 4.220
C 0.381 1.688 5.257
C -0.743 0.937 4.960
C -0.986 0.595 3.639
N -0.214 0.990 2.636
C 0.661 3.046 -1.655
C 1.156 3.854 -2.673
C 0.516 3.852 -3.897
C -0.604 3.051 -4.058
C -1.021 2.280 -2.986
N -0.409 2.275 -1.807
H 2.120 2.634 4.377
H 0.610 1.961 6.280
H -1.411 0.593 5.738
H -1.836 -0.020 3.379
H 2.029 4.458 -2.476
H 0.876 4.471 -4.709
H -1.138 3.018 -4.998
H -1.886 1.637 -3.073
C 0.286 -3.576 1.253
C -1.015 -2.858 1.449
C -2.092 -3.481 2.059
C -3.276 -2.758 2.222
C -3.378 -1.473 1.749
C -2.256 -0.878 1.111
N -1.110 -1.601 1.018
N -2.191 0.343 0.581
Si -3.360 1.596 0.773
C -2.847 3.060 -0.292
C -5.150 1.126 0.275
C -3.552 2.194 2.568
H 0.115 -4.638 1.078
H 0.895 -3.473 2.152
H 0.835 -3.140 0.420
H -2.013 -4.502 2.405
H -4.125 -3.219 2.715
H -4.286 -0.898 1.865
H -2.991 2.859 -1.356
H -1.790 3.276 -0.137
H -3.428 3.949 -0.037
H -5.187 0.392 -0.529
H -5.685 2.017 -0.065
H -5.713 0.715 1.117
H -2.612 2.598 2.947
H -3.850 1.376 3.228
H -4.308 2.979 2.643
C -2.161 -2.393 -2.145
N -0.996 -1.548 -1.910
C -0.112 -1.510 -2.832
C 1.088 -0.761 -2.704
C 2.080 -0.533 -3.662
C 3.037 0.278 -3.054
C 2.593 0.499 -1.753
N 1.425 -0.123 -1.539
C -3.127 -1.769 -3.128
C -3.471 -2.387 -4.323
C -4.349 -1.775 -5.209
C -4.902 -0.542 -4.902
C -4.556 0.087 -3.713
C -3.668 -0.520 -2.840
H -2.669 -2.530 -1.186
H -1.857 -3.380 -2.515
H -0.244 -2.065 -3.772
H 2.086 -0.917 -4.671
H 3.954 0.650 -3.483
H 3.083 1.065 -0.975
H -3.050 -3.356 -4.569
H -4.607 -2.268 -6.139
H -5.603 -0.075 -5.583
H -4.984 1.050 -3.460
H -3.369 -0.038 -1.917
O 3.370 -1.569 -0.121
C 3.116 -1.259 1.022
N 1.872 -0.938 1.545
C 1.938 -1.111 2.908
O 1.008 -1.314 3.669
C 3.384 -1.192 3.319
C 3.999 -1.192 4.553
C 5.384 -1.332 4.579
C 6.112 -1.472 3.403
C 5.481 -1.456 2.162
C 4.110 -1.312 2.150
H 3.423 -1.067 5.461
H 5.908 -1.333 5.528
H 7.187 -1.593 3.459
H 6.040 -1.540 1.239

## Properties
- Gap between HOMO and LUMO: 7.25 eV
- Energy: -76303.430 eV
- Net charge: -1



A structure of composition C41H38N9NdO2Se3, computed with wB97M-V/def2-TZVPD.

Cartesian coordinates (Å):
Nd -0.405 0.318 -0.560
C -2.119 -2.958 -0.311
N -2.041 -1.707 0.460
C -1.748 -2.069 1.864
C -1.451 -0.891 2.745
C -1.872 -0.890 4.066
C -1.531 0.174 4.880
C -0.806 1.220 4.333
C -0.450 1.149 3.001
N -0.739 0.105 2.214
C -3.361 -1.031 0.443
C -3.770 -0.479 -0.897
C -5.083 -0.600 -1.324
C -5.461 -0.022 -2.524
C -4.509 0.649 -3.271
C -3.219 0.716 -2.778
N -2.849 0.172 -1.618
C -1.855 -2.816 -1.786
C -2.456 -3.701 -2.668
C -2.157 -3.620 -4.015
C -1.260 -2.651 -4.436
C -0.707 -1.810 -3.491
N -0.992 -1.873 -2.181
H -1.386 -3.659 0.093
H -3.096 -3.431 -0.158
H -2.581 -2.642 2.288
H -0.883 -2.732 1.864
H -2.465 -1.713 4.442
H -1.850 0.202 5.913
H -0.541 2.091 4.915
H 0.065 1.980 2.535
H -4.133 -1.729 0.788
H -3.339 -0.212 1.165
H -5.799 -1.131 -0.711
H -6.483 -0.099 -2.872
H -4.751 1.113 -4.217
H -2.447 1.230 -3.338
H -3.154 -4.439 -2.294
H -2.619 -4.297 -4.722
H -0.990 -2.543 -5.477
H -0.006 -1.042 -3.782
O 4.188 2.939 4.496
C 3.765 3.816 3.476
C 3.047 3.019 2.424
C 2.409 3.658 1.368
C 1.740 2.897 0.433
N 1.683 1.558 0.477
C 2.329 0.940 1.478
C 3.001 1.634 2.471
C 2.286 -0.553 1.497
C 3.140 -1.286 2.302
C 3.057 -2.672 2.328
C 3.961 -3.455 3.241
O 3.752 -2.944 4.546
C 2.115 -3.280 1.518
C 1.316 -2.479 0.723
N 1.382 -1.150 0.703
H 4.692 3.429 5.152
H 4.610 4.327 3.002
H 3.087 4.587 3.858
H 2.412 4.737 1.273
H 1.224 3.360 -0.395
H 3.467 1.123 3.298
H 3.873 -0.795 2.926
H 5.000 -3.313 2.924
H 3.729 -4.520 3.174
H 4.386 -3.346 5.150
H 1.997 -4.356 1.500
H 0.580 -2.930 0.068
Se 0.503 1.704 -4.196
Se 2.507 2.100 -3.088
C 2.876 0.282 -2.573
C 4.210 -0.093 -2.669
C 4.546 -1.416 -2.449
C 3.528 -2.325 -2.206
C 2.236 -1.846 -2.117
N 1.897 -0.555 -2.236
C -0.531 3.026 -3.264
C -1.165 3.981 -4.040
C -1.877 4.980 -3.394
C -1.877 5.005 -2.012
C -1.215 3.999 -1.328
N -0.572 2.988 -1.931
H 4.958 0.632 -2.960
H 5.576 -1.739 -2.518
H 3.723 -3.383 -2.100
H 1.419 -2.530 -1.936
H -1.071 3.960 -5.117
H -2.391 5.743 -3.964
H -2.384 5.784 -1.462
H -1.218 3.984 -0.249
Se -4.062 2.436 2.245
C -2.721 2.130 1.146
N -1.825 1.876 0.427

## Properties
- 2S+1: 4
- Gap between HOMO and LUMO (alpha / beta): 6.97 / 7.01 eV
- Energy: -271948.216 eV
- Net charge: +2



A structure of composition C41H38N9O2SeSiSn at a distorted geometry, computed with wB97M-V/def2-TZVPD.

Cartesian coordinates (Å):
Sn -1.747 1.222 -0.510
C 5.532 -10.584 1.705
O 5.869 -9.462 0.901
C 4.965 -8.467 0.795
C 5.310 -7.419 -0.064
C 4.447 -6.367 -0.253
C 3.217 -6.325 0.412
C 2.888 -7.364 1.270
C 3.749 -8.435 1.470
C 2.335 -5.176 0.196
N 2.550 -4.206 -0.664
C 1.500 -3.344 -0.500
C 0.633 -3.792 0.467
N 1.180 -4.970 0.909
C -0.520 -3.056 0.883
C -1.445 -3.426 1.870
C -2.453 -2.557 2.209
C -2.517 -1.305 1.585
N -1.669 -0.963 0.638
C -0.712 -1.815 0.264
C 0.161 -1.350 -0.794
N -0.128 -0.158 -1.367
C 0.674 0.303 -2.322
C 1.809 -0.383 -2.748
C 2.119 -1.588 -2.168
C 1.275 -2.102 -1.179
H 6.351 -11.287 1.595
H 4.606 -11.049 1.360
H 5.434 -10.301 2.755
H 6.266 -7.461 -0.569
H 4.708 -5.554 -0.917
H 1.944 -7.372 1.802
H 3.464 -9.226 2.147
H 0.816 -5.576 1.622
H -1.365 -4.388 2.361
H -3.194 -2.822 2.951
H -3.274 -0.576 1.845
H 0.399 1.249 -2.761
H 2.428 0.047 -3.523
H 3.000 -2.151 -2.448
C -0.082 1.119 4.039
Si 0.483 1.423 2.283
C 1.250 -0.185 1.761
C 1.991 2.547 2.113
N -0.959 2.004 1.380
C -1.304 3.331 1.781
C -0.640 4.036 2.807
C -1.028 5.299 3.226
C -2.095 5.945 2.627
C -2.772 5.294 1.613
C -2.368 4.031 1.220
O -3.018 3.322 0.248
C -3.649 4.022 -0.790
C -4.894 3.586 -1.193
C -5.499 4.196 -2.286
C -4.871 5.239 -2.948
C -3.632 5.688 -2.505
C -3.014 5.083 -1.422
H 0.724 0.682 4.635
H -0.906 0.401 4.008
H -0.443 2.004 4.560
H 2.191 -0.255 2.314
H 1.504 -0.215 0.704
H 0.652 -1.054 2.020
H 2.719 2.293 2.889
H 1.819 3.618 2.172
H 2.465 2.342 1.148
H 0.176 3.579 3.333
H -0.492 5.770 4.039
H -2.414 6.924 2.956
H -3.627 5.751 1.135
H -5.378 2.786 -0.655
H -6.469 3.846 -2.615
H -5.351 5.716 -3.793
H -3.146 6.520 -3.000
H -2.056 5.436 -1.059
N -1.524 3.477 -4.728
C -2.513 2.613 -5.152
C -2.769 1.785 -4.100
N -1.958 2.130 -3.050
C -1.230 3.134 -3.455
C -0.316 3.734 -2.507
N -0.280 3.298 -1.265
C 0.610 4.111 -0.601
C 1.111 5.036 -1.460
N 0.513 4.783 -2.677
H -1.124 4.218 -5.276
H -2.933 2.669 -6.140
H -3.483 0.985 -4.008
H 0.809 3.985 0.445
H 1.819 5.834 -1.324
H 0.678 5.298 -3.524
Se -3.885 0.338 -1.146

## Properties
- Gap between HOMO and LUMO: 6.27 eV
- Energy: -139693.829 eV
- Net charge: +1